Density functional theory data (ωB97M-V with the def2-TZVPD basis set) for a gas-phase ion, C15H7F6N2O2S2 (charge -1).

Results
E_HOMO in eV: -4.2
Gap between HOMO and LUMO in Ha: 0.219
Energy above the lowest of the compared OMol25 structures with the same formula, charge and spin in eV: 2.7843
Charge: -1
F_max in eV Å⁻¹: 5.111

Geometry (Å):
S: 1.1675 -1.6940 -0.6163
S: 0.2432 0.3760 0.1193
F: 4.1532 3.3073 -1.9392
F: 3.9986 1.7451 -3.4999
F: 3.0425 0.3342 3.3629
F: 5.8904 2.0436 -2.4077
F: 5.1507 0.9019 3.0978
F: 3.5672 2.3728 2.6839
O: -8.0330 -1.3567 0.1269
O: -7.4654 0.7732 0.1312
N: -1.6251 -1.7078 -0.2076
N: -7.1681 -0.4485 0.1344
C: 3.2915 -0.6573 0.8433
C: -3.4392 -0.0224 0.0343
C: -4.8122 0.2575 0.1189
C: 4.2514 1.4703 0.1140
C: -5.2972 -2.1046 0.1013
C: -5.7642 -0.7764 0.1368
C: -0.4653 -1.0965 -0.2106
C: 4.0753 1.0419 -1.2043
C: 3.8398 0.5911 1.1205
C: -3.9511 -2.3791 0.0106
C: 4.5213 2.0183 -2.2641
C: 3.4554 -0.1722 -1.5367
C: -2.9198 -1.3508 -0.0510
C: 2.8129 -0.8204 -0.4623
C: 3.8998 1.0471 2.5540
H: -3.5997 -3.4156 -0.0319
H: -2.7410 0.8110 0.0193
H: 3.4110 -0.5294 -2.5726
H: 4.6723 2.4495 0.3527
H: -5.2052 1.2692 0.1634
H: -6.0354 -2.9024 0.1385
H: 3.0781 -1.3756 1.6402

=====

Density functional theory data (ωB97M-V with the def2-TZVPD basis set) for 12 unconnected molecules or ions with the total composition C45H66N4O15.

Results
SMILES string: c1cc[nH]c1.c1cc[nH]c1.c1cc[nH]c1.c1cc[nH]c1.O=C1CCCO1.O=C1CCCO1.O=C1CCCO1.O=C1CCCO1.O=C1CCCO1.O=C1CCCO1.O=C1CCCO1.CO
E_HOMO in eV: -7.7
Gap between HOMO and LUMO in Ha: 0.293
Charge: 0
F_max in eV Å⁻¹: 5.404

Geometry (Å):
O: 2.1524 1.6929 -2.9588
O: -1.9460 4.0317 4.4207
O: -2.3658 -1.7622 -2.4149
O: -0.9873 4.3661 -1.6746
O: 3.8133 -2.0095 3.8517
O: -2.0675 1.8285 -5.3882
O: -1.9313 2.8045 2.5349
O: -0.9290 0.2950 -6.5523
O: 2.0954 3.7262 -1.9219
O: 2.3705 -6.7938 0.0484
O: 2.8348 -1.3212 1.9360
O: -2.0297 5.3612 -3.3812
O: -0.8474 1.2862 0.4765
O: -1.8871 -2.8246 -0.4492
O: 2.7910 -5.5684 -1.7323
N: 6.0138 -1.6647 -1.1325
N: -1.8183 -6.1809 5.6195
N: -3.1998 -0.0247 1.2490
N: -0.3464 7.2387 -0.3663
C: -0.8373 0.0812 -4.1859
C: 1.4648 8.3963 -1.2005
C: -4.1184 -0.2759 0.2327
C: -3.1638 5.1840 -4.1690
C: 0.2904 4.1186 4.9705
C: -2.4881 -2.6844 -1.6387
C: -1.3186 3.4156 3.4363
C: -3.5290 -3.8376 -1.6976
C: 1.0593 -4.7584 -0.3343
C: 0.5369 7.3388 -1.4483
C: 6.0072 -1.8501 -2.4665
C: -1.4015 0.8335 -5.4088
C: 4.7513 -1.4316 -2.9690
C: -2.4756 -3.8281 0.4095
C: -3.9051 4.0083 -3.5903
C: 2.3793 4.3649 -0.6590
C: 2.3674 2.3693 -1.9431
C: -1.8697 4.3400 -2.5013
C: 0.1316 3.7140 3.4963
C: 0.8522 -4.1481 -1.7769
C: -3.0116 3.2723 -2.6398
C: 3.9391 -1.2065 -1.8573
C: -3.7179 -0.3807 2.3654
C: 0.9302 8.9807 0.0129
C: -0.3589 -5.4610 4.1429
C: -4.9933 -0.9150 2.1805
C: -0.2097 -1.2059 -4.8494
C: 4.8030 -1.3333 -0.7263
C: 3.7383 -3.0288 4.7811
C: -1.2696 -4.4069 4.2793
C: -1.0843 4.7197 5.2776
C: 3.0560 1.9011 -0.6872
C: 2.1823 -5.7864 -0.6245
C: -5.2312 -0.8511 0.7747
C: 2.9191 -2.1388 2.8510
C: 2.1970 -3.4564 2.9966
C: -0.0292 -0.8203 -6.2655
C: -0.7354 -6.5481 4.9362
C: 3.3430 3.2821 -0.1040
C: 2.1962 -4.4082 -2.4651
C: -3.5514 -4.5301 -0.3456
C: 2.5764 -3.8027 4.4222
C: -2.2085 -4.8735 5.2168
C: -0.5409 0.1036 -0.1277
C: -0.0580 8.2470 0.4325
H: 0.5738 2.8201 3.0563
H: 4.3821 3.5330 -0.3173
H: 0.6051 6.4305 -2.0286
H: -0.1216 0.7246 -3.6741
H: 0.6112 3.2465 5.5404
H: -0.9282 -2.0146 -4.7157
H: 2.3434 1.3649 -0.0605
H: 6.8811 -2.1435 -3.0292
H: 0.5235 -3.1108 -1.8408
H: -0.3546 -7.5282 5.1827
H: 2.8624 -3.5616 -2.2989
H: 2.8681 5.3100 -0.8956
H: -4.4872 -3.4620 -2.0566
H: 0.9508 -0.3815 -6.4531
H: 2.1986 -4.7029 -3.5145
H: 3.8951 1.2281 -0.8632
H: -3.8360 -0.0666 -0.7884
H: -3.1824 -5.5553 -0.3163
H: -2.3471 -6.6956 6.3091
H: 1.1406 -3.3102 2.7714
H: -1.0158 -3.4403 3.8698
H: 0.1355 -5.1493 0.0923
H: -3.0554 -4.5423 -2.3812
H: 0.3991 4.4614 2.7494
H: -0.5961 -0.7122 0.5930
H: -3.6707 6.1485 -4.1415
H: -5.5471 -1.1811 3.0687
H: -3.1546 -0.1032 3.2441
H: -6.0542 -1.3474 0.2822
H: 0.6802 -1.4301 -4.2611
H: -0.9625 6.4512 -0.2237
H: 6.8748 -1.7367 -0.6094
H: 3.6030 -2.7749 5.8324
H: -4.4869 -4.5058 0.2134
H: -1.1491 5.7566 4.9478
H: -1.6909 -4.4525 0.8366
H: -3.1308 -4.4737 5.6118
H: 1.3947 9.8507 0.4532
H: -2.7503 4.9835 -5.1574
H: 0.5158 0.0591 -0.3913
H: -3.3654 3.0516 -1.6327
H: 2.9017 -0.9100 -1.8084
H: -0.2886 -1.4752 -7.0972
H: 2.6840 -4.8864 4.3773
H: -0.4996 2.0018 -0.0607
H: -2.3758 0.5316 1.0709
H: 1.7359 -3.5934 5.0839
H: 3.1940 3.3015 0.9756
H: 2.2979 8.6568 -1.8365
H: 0.6035 -5.4240 3.6543
H: 2.6483 -3.9549 2.1388
H: -4.3152 3.2731 -4.2826
H: 1.6496 -4.0691 0.2694
H: 4.6197 -3.6449 4.6033
H: 4.7155 -1.2079 0.3428
H: 1.0126 4.9254 5.0949
H: -1.4503 4.5334 6.2873
H: -4.8356 4.3540 -3.1401
H: -0.5486 8.4375 1.3755
H: 4.4000 -1.4524 -3.9901
H: -1.1319 -0.1607 -1.0046
H: -1.7510 -0.0155 -3.5994
H: -2.9696 -3.4286 1.2952
H: -2.6223 2.3256 -3.0142
H: 1.3978 4.3687 -0.1849
H: 0.0469 -4.7079 -2.2527

=====

> Look up the charge of the first one.

-1